Entry from the OMol25 dataset: a cluster of 11 separate species, C37H53N7O28 in total (ωB97M-V with the def2-TZVPD basis set).

Calculated values
LUMO energy (alpha / beta): -5.59 / -7.99 eV
net charge: +1
HOMO (alpha / beta): -10.97 / -10.97 eV
gap between HOMO and LUMO (alpha / beta): 5.388 / 2.984 eV
expectation value of S²: 0.764
2S+1: 2

Structure (XYZ):
```
125
C37H53N7O28, DFT ωB97M-V with the def2-TZVPD basis set
O 26.15 8.10 11.97
O 25.32 12.00 9.21
O 19.90 10.42 2.36
O 18.84 8.98 8.02
O 26.13 7.33 3.93
O 29.55 11.68 -4.24
O 29.77 10.60 5.52
O 22.00 12.39 -1.53
O 23.44 16.15 7.73
O 28.38 13.64 4.67
O 24.85 6.66 9.94
O 28.34 12.65 2.75
O 21.30 8.20 1.92
O 22.83 10.18 3.63
O 19.80 10.68 7.04
O 15.64 13.50 4.23
O 27.63 10.36 5.40
O 31.07 10.65 -2.02
O 25.52 7.48 1.83
O 19.30 6.45 3.17
O 23.68 10.42 7.54
O 27.22 10.75 0.61
O 25.75 11.56 -1.70
O 22.94 9.89 -2.13
O 20.34 13.57 3.52
O 15.51 16.18 4.28
O 18.72 8.35 4.07
O 20.24 16.28 3.79
N 25.41 7.03 2.97
N 24.39 10.24 1.62
N 28.88 13.36 3.62
N 18.91 7.17 4.14
N 18.80 10.03 7.39
N 28.78 10.20 4.96
N 25.23 13.26 6.28
C 20.78 10.43 1.28
C 18.68 6.57 5.40
C 21.97 9.01 -0.23
C 30.25 13.80 3.40
C 26.96 11.26 -1.70
C 19.21 15.67 3.82
C 24.57 11.30 2.62
C 21.96 9.85 4.79
C 24.91 14.68 6.34
C 16.75 15.62 4.08
C 24.24 14.99 4.99
C 20.94 11.45 0.45
C 25.77 10.02 10.61
C 21.36 9.05 1.11
C 27.63 11.56 -2.92
C 24.36 17.08 8.38
C 19.16 14.20 3.85
C 23.88 12.55 2.14
C 29.86 10.79 -1.99
C 24.32 9.87 8.62
C 27.82 10.78 -0.63
C 24.16 6.21 3.21
C 23.94 14.89 7.54
C 24.14 8.59 8.86
C 29.09 10.55 -0.81
C 17.42 10.44 7.01
C 18.04 13.50 3.89
C 22.18 10.07 -1.02
C 28.82 9.52 3.61
C 25.19 10.77 9.49
C 16.68 14.13 4.19
C 25.66 8.73 10.85
C 24.07 10.78 3.96
C 28.94 11.38 -3.06
C 17.90 16.31 3.86
C 21.69 11.44 -0.80
C 24.89 7.89 9.91
H 25.78 15.31 6.49
H 25.58 12.92 7.16
H 17.57 10.70 5.96
H 24.96 14.83 4.19
H 25.62 11.57 2.61
H 24.13 5.37 2.52
H 26.64 8.72 12.52
H 17.32 11.39 7.55
H 23.37 6.94 3.05
H 30.63 14.60 4.03
H 18.13 12.43 3.74
H 19.94 9.53 2.72
H 23.38 14.34 4.83
H 21.05 14.17 3.73
H 30.33 14.11 2.36
H 21.34 10.64 5.22
H 24.02 12.70 1.06
H 19.24 7.11 6.16
H 22.55 9.32 5.54
H 23.80 15.99 5.01
H 23.47 9.87 1.81
H 26.23 10.55 11.43
H 17.85 17.38 3.81
H 17.62 6.70 5.63
H 24.03 11.53 4.75
H 22.82 12.40 2.31
H 24.36 14.56 8.48
H 24.43 16.54 9.33
H 16.70 9.67 7.28
H 23.10 10.74 -2.56
H 24.10 13.50 2.64
H 22.40 8.07 -0.55
H 28.37 8.56 3.85
H 30.96 13.00 3.59
H 26.27 10.67 0.46
H 20.44 12.39 0.60
H 23.91 18.06 8.58
H 27.07 11.92 -3.77
H 24.00 5.99 4.26
H 21.27 9.05 4.53
H 25.37 17.14 7.96
H 14.92 15.43 4.35
H 26.02 13.16 5.66
H 29.88 9.62 3.41
H 24.61 9.90 4.32
H 24.92 9.44 1.94
H 30.41 11.25 -4.28
H 29.46 10.12 0.11
H 28.17 10.07 2.93
H 23.12 14.18 7.66
H 24.03 11.30 7.36
H 18.84 5.49 5.31
H 23.64 8.09 8.04
```

Here are the Löwdin charges for atoms 1 to 8, given in e: atom 1 (O): 0.109, atom 2 (O): 0.071, atom 3 (O): 0.143, atom 4 (O): 0.050, atom 5 (O): 0.069, atom 6 (O): 0.098, atom 7 (O): 0.070, atom 8 (O): 0.166